# 1
Computed, not measured: C2H3N5O in the gas phase, with ωB97M-V/def2-TZVPD.

Each line ends with the natural charge from an NBO analysis.
Element x y z (Å)
H (2.15643, -1.89489, 0.00080)  0.35
N (2.31768, -0.89439, -0.00848)  -0.59
C (1.21265, -0.30387, 0.01289)  0.58
N (1.18214, 1.10418, -0.00932)  -0.25
N (0.08257, 1.70684, -0.01609)  0.09
N (-1.05039, 1.01899, 0.02387)  -0.44
C (-1.16914, -0.35545, -0.00546)  0.66
N (-2.30494, -0.89839, -0.01396)  -0.69
H (-2.22519, -1.91183, -0.03620)  0.37
O (0.01289, -1.00871, 0.01706)  -0.50
H (-1.88489, 1.57169, 0.02222)  0.42

Cartesian forces (eV/Å) of the 2 atoms listed first:
0.121 -0.287 -0.014
-0.359 0.095 0.114

Calculated values
- Electronic energy: -11618.51264 eV
- Gap between HOMO and LUMO: 9.93 eV
- SMILES: [H]/N=c1/nn[nH]/c(=N/[H])o1

***

# 2
Computed, not measured: 2 unconnected molecules or ions with the total composition C2H6FN at a distorted geometry, with ωB97M-V/def2-TZVPD.

Each line ends with the natural charge from an NBO analysis.
Element x y z (Å)
H (1.19269, 0.12517, 0.97990)  0.34
N (1.06593, 0.47960, 0.01181)  -0.69
C (-0.13793, 0.40344, -0.40670)  0.22
C (-1.21997, 0.24610, 0.47494)  -0.71
H (-0.24259, 0.57126, -1.46379)  0.19
H (-1.13565, 0.88990, 1.34357)  0.24
H (-1.11645, -0.83400, 0.70692)  0.25
H (-2.18642, 0.49987, 0.11724)  0.23
F (1.99058, -1.59159, -1.17019)  -0.62
H (1.78981, -0.78975, -0.59371)  0.54

Cartesian forces (eV/Å) of the 2 atoms listed first:
-0.550 1.036 -0.181
0.571 -1.490 0.177

Calculated values
- Electronic energy: -6377.97699 eV
- Gap between HOMO and LUMO: 11.44 eV
- SMILES: [H]/N=C\C.F

***

# 3
Computed, not measured: a molecular structure, C49H52KN15O4S at a distorted geometry, with ωB97M-V/def2-TZVPD.

Each line ends with the Mulliken charge.
Element x y z (Å)
K (-0.60172, -0.97957, -0.58480)  0.55
N (2.77628, -3.13996, -2.23915)  -0.03
C (1.75982, -2.65975, -3.06967)  0.05
N (1.38110, -3.31911, -4.15326)  -0.69
N (0.46969, -2.50297, -4.72054)  -0.89
N (0.34056, -1.42237, -3.99728)  0.50
N (1.15366, -1.48290, -2.93015)  0.05
C (2.75862, -3.13409, -0.86033)  0.24
N (3.80091, -3.62562, -0.16374)  -0.75
N (3.45768, -3.48673, 1.10591)  -0.71
N (2.28825, -2.93240, 1.12604)  0.89
N (1.78567, -2.67662, -0.08415)  0.04
H (3.36977, -3.83595, -2.65132)  0.29
C (2.76620, 1.81507, 2.81777)  -1.44
C (2.02551, 3.09821, 3.07970)  1.37
C (1.77785, 3.55580, 4.36787)  -0.98
C (1.05037, 4.71645, 4.58882)  -0.85
C (0.55506, 5.42921, 3.50683)  -0.92
C (0.78532, 5.00376, 2.20428)  1.30
C (0.19682, 5.72828, 1.02172)  -1.37
C (1.53421, 3.84254, 2.00610)  -0.31
N (1.72710, 3.34782, 0.69471)  0.00
C (2.71918, 3.71920, 0.00724)  0.75
C (3.77726, 4.68963, 0.48677)  -1.81
C (2.87648, 3.19390, -1.40857)  0.74
C (3.62899, 4.08004, -2.37574)  -1.77
N (2.38419, 2.07114, -1.70789)  0.00
C (2.49486, 1.59784, -3.04158)  -0.38
C (1.45146, 1.85305, -3.92742)  1.33
C (0.21400, 2.54735, -3.42919)  -1.22
C (1.55388, 1.36920, -5.22531)  -0.76
C (2.65312, 0.62646, -5.62649)  -0.95
C (3.65751, 0.34375, -4.71133)  -0.84
C (3.59393, 0.82045, -3.40755)  1.54
C (4.63268, 0.45307, -2.38160)  -1.57
H (3.01902, 1.31974, 3.75416)  0.44
H (3.69230, 1.98484, 2.25968)  0.29
H (2.15303, 1.13721, 2.21698)  0.27
H (2.14032, 2.97272, 5.20794)  0.37
H (0.84944, 5.04946, 5.59946)  0.38
H (-0.03974, 6.32201, 3.67029)  0.34
H (-0.35540, 6.61099, 1.34579)  0.42
H (-0.48712, 5.07107, 0.47686)  0.30
H (0.96329, 6.04645, 0.31090)  0.21
H (3.59522, 4.97040, 1.52108)  0.46
H (3.78120, 5.59160, -0.13003)  0.40
H (4.77161, 4.24036, 0.41018)  0.37
H (3.16009, 5.06672, -2.43828)  0.34
H (3.63881, 3.63075, -3.36488)  0.48
H (4.66002, 4.22983, -2.04523)  0.37
H (0.44180, 3.50988, -2.96245)  0.34
H (-0.26927, 1.92562, -2.66839)  0.10
H (-0.50187, 2.70978, -4.23797)  0.34
H (0.72580, 1.53255, -5.90690)  0.31
H (2.69890, 0.21810, -6.62822)  0.36
H (4.49481, -0.28345, -5.00016)  0.32
H (5.42031, -0.15288, -2.83093)  0.43
H (4.17477, -0.12298, -1.57127)  0.26
H (5.09631, 1.33545, -1.92887)  0.28
N (-1.06199, 1.29401, 2.85836)  -0.27
C (-2.47918, 1.38675, 3.20185)  -0.88
C (-3.37953, 0.18800, 2.85792)  -0.67
C (-3.51667, -0.07722, 1.35159)  -0.16
O (-4.64570, 0.12718, 0.83745)  -0.87
O (-2.48500, -0.49272, 0.74759)  0.54
H (-0.99472, 1.18066, 1.85442)  -0.08
H (-0.66201, 0.42551, 3.20076)  0.21
H (-2.88423, 2.27310, 2.70286)  0.36
H (-2.55290, 1.58416, 4.27534)  0.42
H (-4.37937, 0.37363, 3.25715)  0.35
H (-2.97458, -0.71298, 3.33494)  0.16
S (0.47428, -6.10156, 4.41031)  -0.24
C (0.46091, -4.59540, 3.41989)  0.30
C (1.58800, -3.84926, 3.35152)  -0.96
C (1.56674, -2.62990, 2.48413)  -0.36
N (0.27573, -2.07858, 2.20694)  0.02
C (-0.76701, -2.88295, 2.32545)  0.33
C (-0.75841, -4.18608, 2.82913)  -1.20
C (0.13270, -5.39722, 6.01300)  0.33
C (1.10045, -5.38223, 7.00832)  -0.19
C (0.78783, -4.83537, 8.24464)  -0.29
N (-0.39911, -4.30470, 8.54610)  -0.65
C (-1.31839, -4.31518, 7.57634)  -0.37
C (-1.10844, -4.85096, 6.31343)  -0.17
H (2.50195, -4.12348, 3.86353)  0.38
H (2.21346, -1.85951, 2.89517)  0.03
H (-1.71779, -2.42296, 2.04016)  0.12
H (-1.65798, -4.78231, 2.89729)  0.58
H (2.08509, -5.78829, 6.81357)  0.37
H (1.53475, -4.81127, 9.03339)  0.33
H (-2.27765, -3.87076, 7.82477)  0.35
H (-1.88465, -4.82427, 5.56000)  0.30
C (-5.61671, -0.53970, -2.12723)  -0.94
O (-4.69968, -1.32890, -2.89075)  -0.58
C (-3.88223, -2.15688, -2.20122)  0.95
C (-4.13550, -2.57200, -0.89932)  -0.60
C (-3.27361, -3.44916, -0.26511)  -0.28
C (-2.15079, -3.92978, -0.92412)  -0.62
C (-1.89192, -3.50881, -2.22123)  -0.50
C (-2.73322, -2.59829, -2.85899)  0.21
N (-2.41202, -2.20662, -4.18096)  -0.05
C (-2.51072, -1.03760, -4.80940)  -1.00
C (-2.83524, 0.23850, -4.36441)  1.06
C (-3.21065, 1.21132, -5.34020)  -1.04
C (-3.60657, 2.46231, -4.98589)  -0.87
C (-3.64687, 2.80703, -3.59209)  -0.45
C (-3.22928, 1.94855, -2.63012)  -0.79
C (-2.69049, 0.64137, -2.97363)  0.96
O (-2.08757, -0.05340, -2.14158)  0.50
H (-5.95908, 0.24466, -2.79965)  0.34
H (-5.13091, -0.09973, -1.25097)  0.34
H (-6.47151, -1.14768, -1.81324)  0.33
H (-4.97044, -2.15292, -0.35574)  0.24
H (-3.46538, -3.73531, 0.76268)  0.38
H (-1.47061, -4.60382, -0.41748)  0.32
H (-1.00264, -3.86048, -2.74184)  0.19
H (-1.71756, -2.79843, -4.62476)  0.55
H (-2.25990, -1.13409, -5.86275)  0.23
H (-3.20176, 0.91655, -6.38679)  0.33
H (-3.90114, 3.18448, -5.73722)  0.32
H (-4.01683, 3.78774, -3.30745)  0.41
H (-3.25569, 2.19287, -1.57232)  0.35

Cartesian forces (eV/Å) of the 2 atoms listed first:
1.273 -0.599 0.314
-0.066 0.216 0.157

Calculated values
- Electronic energy: -109360.15110 eV
- Gap between HOMO and LUMO: 5.65 eV
- Charge: -2

***

Number 1: HOMO -10.3 eV. Number 2: HOMO -10.8 eV. Number 3: HOMO -2.0 eV.